(1)
C30H78ClN6O14V | ωB97M-V/def2-TZVPD

Output
* 2S+1: 3
* orbital gap (spin up / spin down): 6.69 / 7.65 eV
* ΔE to the lowest compared entry with this formula, charge and spin: 0.0 kJ/mol
* total energy: -108174.32015 eV
* <S²>: 2.021
* HOMO (spin up / spin down): -7.0 / -8.2 eV

Last column: Mulliken charge in e.
CARTESIAN COORDINATES (ANGSTROEM)
1 O -2.685 2.207 -0.547  -0.5616
2 V -3.615 1.735 -1.650  0.5204
3 Cl -0.108 -1.193 -0.166  0.8210
4 O 0.484 -1.567 1.080  -0.2185
5 O -0.487 0.220 -0.244  -0.3800
6 O 0.853 -1.375 -1.212  -0.5102
7 O -1.304 -1.949 -0.444  -0.6809
8 C 3.961 -0.861 2.432  -0.4032
9 O 4.071 0.549 2.596  -0.4376
10 C 2.989 1.216 1.980  0.0480
11 C 2.966 2.661 2.413  -1.1261
12 N 4.076 3.547 1.991  -0.2174
13 C 3.754 4.916 1.710  -0.7545
14 C 3.126 5.654 2.795  -0.1622
15 O 2.526 6.783 2.164  -0.3828
16 C 3.485 7.901 1.886  -0.6584
17 H 3.030 -1.072 1.907  0.0285
18 H 3.953 -1.161 3.480  0.2797
19 H 4.877 -1.235 1.974  0.2468
20 H 2.029 0.753 2.210  0.1360
21 H 3.219 1.190 0.915  0.2107
22 H 2.719 2.752 3.470  0.2690
23 H 2.066 3.023 1.916  0.5619
24 H 4.888 3.449 2.583  0.2645
25 H 3.081 4.840 0.856  0.2725
26 H 4.642 5.440 1.357  0.3966
27 H 3.859 5.858 3.575  0.2725
28 H 2.433 5.016 3.344  0.2874
29 H 4.385 7.499 1.422  0.2915
30 H 3.839 8.256 2.854  0.2870
31 H 2.985 8.653 1.275  0.2341
32 C 3.128 -2.509 -5.747  -0.3877
33 O 4.479 -2.165 -5.479  -0.4025
34 C 4.916 -1.336 -4.357  -0.8776
35 C 4.519 -1.702 -2.976  0.0562
36 N 4.864 -3.134 -2.848  -0.4263
37 C 3.927 -3.895 -2.008  -0.4626
38 C 4.206 -3.818 -0.477  -0.2680
39 O 3.590 -4.928 0.160  -0.4571
40 C 2.169 -4.729 0.562  -0.3243
41 H 2.726 -3.384 -5.235  0.2160
42 H 3.091 -2.642 -6.828  0.2705
43 H 2.566 -1.630 -5.433  0.1073
44 H 4.726 -0.266 -4.445  0.4052
45 H 6.006 -1.371 -4.365  0.3525
46 H 3.500 -1.323 -2.905  -0.0971
47 H 4.973 -1.078 -2.206  0.4014
48 H 4.894 -3.526 -3.778  0.3440
49 H 4.131 -4.891 -2.401  0.4209
50 H 2.896 -3.656 -2.268  0.1631
51 H 3.860 -2.804 -0.277  0.0196
52 H 5.291 -3.810 -0.377  0.4231
53 H 1.508 -4.838 -0.299  0.2667
54 H 2.045 -3.776 1.076  0.0066
55 H 1.907 -5.503 1.282  0.2854
56 C -2.004 -4.727 2.667  -0.5528
57 O -3.036 -4.090 3.409  -0.3385
58 C -3.136 -4.543 4.803  -0.3342
59 C -1.857 -4.216 5.675  -1.0857
60 N -1.418 -2.880 5.755  -0.2913
61 C -0.926 -2.347 4.484  0.0414
62 C -0.129 -1.069 4.671  -0.2828
63 O -0.870 0.049 5.200  -0.3690
64 C 0.031 1.158 5.557  -0.5378
65 H -2.438 -5.589 2.161  0.3567
66 H -1.130 -5.032 3.242  0.3771
67 H -1.824 -3.979 1.895  -0.0365
68 H -3.212 -5.630 4.838  0.3328
69 H -4.019 -4.132 5.293  0.3565
70 H -1.107 -4.969 5.433  0.3818
71 H -2.029 -4.494 6.714  0.4402
72 H -2.193 -2.305 6.056  0.2789
73 H -1.703 -2.333 3.720  0.0022
74 H -0.143 -3.042 4.179  0.2046
75 H 0.230 -0.693 3.713  0.0389
76 H 0.827 -1.277 5.151  0.4406
77 H 0.596 0.848 6.435  0.3504
78 H -0.604 2.015 5.782  0.2657
79 H 0.806 1.256 4.796  0.0321
80 C -0.686 0.408 -4.818  -1.3949
81 C -2.050 0.066 -4.103  0.2662
82 C -2.273 -1.438 -3.920  -0.7230
83 O -3.525 -1.622 -3.241  -0.2394
84 C -3.947 -2.975 -3.132  -0.9997
85 N -1.927 0.635 -2.742  1.3573
86 H -0.823 0.070 -5.846  0.5081
87 H 0.193 0.038 -4.291  0.1891
88 H -0.605 1.489 -4.933  0.2926
89 H -2.798 0.673 -4.613  0.2990
90 H -1.465 -1.906 -3.359  0.2140
91 H -2.350 -1.988 -4.858  0.4972
92 H -3.264 -3.701 -2.691  0.3772
93 H -4.243 -3.320 -4.122  0.4059
94 H -4.908 -3.029 -2.619  0.2812
95 H -1.230 1.343 -2.561  0.0648
96 H -1.533 -0.140 -2.227  -0.4961
97 C -4.651 -2.296 0.458  -1.1136
98 C -4.619 -0.759 0.626  -0.4172
99 C -3.707 -0.281 1.769  -0.1075
100 O -3.736 1.157 1.665  -0.3695
101 C -2.961 1.773 2.667  -0.7700
102 N -4.130 -0.348 -0.748  0.6612
103 H -3.605 -2.598 0.391  0.1548
104 H -5.144 -2.618 -0.459  0.3394
105 H -5.177 -2.803 1.267  0.4232
106 H -5.601 -0.305 0.761  0.4871
107 H -2.667 -0.607 1.762  -0.1867
108 H -4.242 -0.529 2.685  0.5179
109 H -3.012 1.434 3.702  0.3131
110 H -3.307 2.800 2.552  0.3676
111 H -1.900 1.727 2.424  0.1658
112 H -3.370 -0.968 -0.988  -0.3864
113 H -4.892 -0.606 -1.359  0.2934
114 C -2.992 5.619 -4.278  -1.5559
115 C -2.474 4.255 -3.891  0.3847
116 C -1.087 4.294 -3.336  -1.1793
117 O -0.809 2.995 -2.923  -0.3590
118 C 0.183 3.003 -1.946  -1.2963
119 N -3.506 3.610 -3.011  -0.2033
120 H -3.429 6.254 -3.507  0.3985
121 H -3.843 5.597 -4.959  0.4646
122 H -2.250 6.149 -4.875  0.4060
123 H -2.423 3.669 -4.808  0.0861
124 H -1.058 4.945 -2.462  0.5400
125 H -0.418 4.851 -3.992  0.3575
126 H 0.642 2.015 -1.928  0.2284
127 H -0.160 3.150 -0.922  0.3193
128 H 0.920 3.764 -2.204  0.5395
129 H -3.567 4.374 -2.353  0.3019
130 H -4.300 3.713 -3.626  0.2540

(2)
C30H78F2O38P8 | ωB97M-V/def2-TZVPD

Output
* orbital gap: 10.42 eV
* ΔE to the lowest compared entry with this formula, charge and spin: 277.5 kJ/mol
* total energy: -189941.73951 eV
* SMILES: O=C1OC[C@@H](F)O1.O=C1OC[C@@H](F)O1.COP(=O)(OC)OC.COP(=O)(OC)OC.COP(=O)(OC)OC.COP(=O)(OC)OC.COP(=O)(OC)OC.COP(=O)(OC)OC.COP(=O)(OC)OC.COP(=O)(OC)OC
* HOMO: -10.5 eV

Last column: Mulliken charge in e.
CARTESIAN COORDINATES (ANGSTROEM)
1 C -23.494 3.717 0.340  -0.4781
2 C -23.660 2.388 -0.405  0.5563
3 O -23.040 1.568 0.532  -0.3849
4 C -22.000 2.277 1.126  0.1773
5 O -21.030 1.768 1.567  -0.5184
6 O -22.225 3.607 0.990  0.3295
7 F -23.142 2.344 -1.651  -0.3455
8 H -24.304 3.658 1.073  -0.0222
9 H -23.515 4.657 -0.204  0.2861
10 H -24.728 2.169 -0.477  0.3709
11 C -24.068 7.173 3.631  -0.4632
12 C -23.014 6.884 2.572  1.7007
13 O -23.702 6.895 1.371  0.1483
14 C -24.999 6.597 1.657  -0.8202
15 O -25.789 6.375 0.797  -0.1987
16 O -25.156 6.441 2.990  0.5290
17 F -22.569 5.626 2.877  -0.2214
18 H -24.391 8.214 3.665  -0.2682
19 H -23.793 6.893 4.641  0.3876
20 H -22.202 7.608 2.558  -0.8396
21 C -16.383 4.383 2.207  -0.5245
22 O -17.376 4.856 3.124  0.1913
23 P -17.482 4.454 4.691  0.5476
24 O -16.821 3.217 5.093  -0.7864
25 O -16.825 5.742 5.375  -0.3631
26 C -17.264 7.036 5.053  -0.5525
27 O -19.051 4.647 4.868  -0.2527
28 C -19.949 3.828 4.091  0.0472
29 H -16.889 4.247 1.255  0.0513
30 H -15.930 3.456 2.560  0.3387
31 H -15.613 5.155 2.197  0.2578
32 H -17.260 7.291 3.990  0.2661
33 H -16.717 7.808 5.589  0.3714
34 H -18.313 7.281 5.260  0.1943
35 H -20.946 4.239 4.197  0.0844
36 H -19.912 2.821 4.515  0.4083
37 H -19.629 3.644 3.067  -0.2056
38 C -17.534 13.366 4.610  -0.6509
39 O -18.318 12.575 3.734  -0.3827
40 P -18.698 11.061 4.056  1.0715
41 O -17.613 10.082 4.293  -0.6274
42 O -19.736 11.248 5.263  -0.2826
43 C -19.894 10.206 6.251  -0.1569
44 O -19.680 10.730 2.842  -0.3285
45 C -20.195 9.414 2.635  -0.6528
46 H -17.244 12.795 5.492  0.3158
47 H -18.130 14.251 4.841  0.2509
48 H -16.683 13.742 4.040  0.2584
49 H -20.922 9.908 6.456  0.0758
50 H -19.542 10.682 7.167  0.3306
51 H -19.310 9.312 6.042  0.0659
52 H -20.936 9.371 1.835  0.2821
53 H -20.803 9.221 3.524  0.2888
54 H -19.413 8.715 2.348  0.2117
55 C -19.420 4.396 -0.058  -0.3902
56 O -20.084 5.655 0.073  0.2616
57 P -19.754 6.903 -0.909  0.4022
58 O -19.671 6.390 -2.291  -0.7700
59 O -20.924 7.978 -0.503  0.0603
60 C -21.794 8.397 -1.545  -0.6791
61 O -18.481 7.571 -0.231  -0.0353
62 C -17.120 7.233 -0.604  -0.5600
63 H -18.408 4.439 -0.454  0.3781
64 H -20.057 3.755 -0.668  0.1078
65 H -19.450 3.929 0.925  -0.2201
66 H -21.840 7.848 -2.486  0.4159
67 H -21.600 9.464 -1.668  0.2314
68 H -22.767 8.173 -1.088  0.0300
69 H -17.145 6.167 -0.815  0.2448
70 H -16.566 7.479 0.299  0.2227
71 H -16.708 7.796 -1.437  0.2318
72 C -28.849 10.047 4.254  -0.5599
73 O -29.442 8.813 4.628  -0.2906
74 P -30.118 7.783 3.652  0.4953
75 O -30.965 8.339 2.607  -0.7199
76 O -28.716 7.118 3.123  0.4496
77 C -28.727 6.558 1.825  -0.1840
78 O -30.768 6.732 4.675  -0.3465
79 C -31.262 5.452 4.286  -0.5459
80 H -29.403 10.517 3.443  0.3789
81 H -27.829 9.826 3.927  0.0551
82 H -28.704 10.753 5.070  0.3334
83 H -29.682 6.586 1.289  0.5186
84 H -28.541 5.478 1.837  0.1737
85 H -28.067 6.910 1.037  -0.4410
86 H -31.024 5.186 3.258  0.2733
87 H -32.263 5.248 4.659  0.3107
88 H -30.650 4.761 4.878  0.1623
89 C -28.058 0.088 5.537  -0.8187
90 O -27.271 1.099 4.946  -0.3613
91 P -27.804 2.571 4.729  0.8190
92 O -28.443 3.081 5.958  -0.8195
93 O -26.447 3.321 4.305  0.3776
94 C -25.441 3.583 5.277  -0.5243
95 O -28.661 2.549 3.398  -0.3030
96 C -28.401 1.744 2.208  -0.1710
97 H -27.424 -0.526 6.184  0.2675
98 H -28.347 -0.678 4.813  0.2895
99 H -28.884 0.433 6.155  0.3537
100 H -25.762 3.620 6.317  0.3616
101 H -25.018 4.543 4.979  -0.0954
102 H -24.587 2.904 5.237  0.2915
103 H -27.466 1.194 2.303  0.3717
104 H -28.288 2.472 1.408  -0.2460
105 H -29.295 1.134 2.137  0.2687
106 C -27.613 12.763 -0.286  -0.6783
107 O -27.615 11.756 -1.260  -0.2807
108 P -28.737 10.628 -1.276  0.5276
109 O -30.111 11.130 -1.373  -0.7336
110 O -28.436 9.662 -0.023  0.2492
111 C -27.089 9.309 0.287  -0.5849
112 O -28.216 9.709 -2.489  -0.2371
113 C -28.235 10.279 -3.786  -0.7836
114 H -27.707 12.417 0.747  0.2295
115 H -28.508 13.373 -0.463  0.3258
116 H -26.766 13.440 -0.380  0.2518
117 H -27.060 9.411 1.371  0.2866
118 H -26.319 9.977 -0.116  0.6148
119 H -26.743 8.379 -0.161  -0.0480
120 H -29.027 9.906 -4.432  0.2952
121 H -27.279 10.153 -4.298  0.2840
122 H -28.307 11.371 -3.796  0.2978
123 C -24.733 3.864 -4.039  -0.6933
124 O -25.895 4.676 -4.000  -0.2340
125 P -27.373 4.083 -3.803  1.1181
126 O -28.316 5.184 -4.066  -0.7050
127 O -27.410 3.420 -2.361  -0.3569
128 C -27.287 4.285 -1.225  -0.5955
129 O -27.457 2.808 -4.744  -0.3216
130 C -27.473 2.997 -6.151  -0.7127
131 H -23.943 4.244 -3.392  0.1645
132 H -24.318 3.852 -5.048  0.3444
133 H -24.930 2.827 -3.762  0.3666
134 H -28.025 3.913 -0.517  0.1784
135 H -27.348 5.368 -1.313  0.4506
136 H -26.323 4.103 -0.743  0.0541
137 H -28.448 3.373 -6.459  0.2945
138 H -27.087 2.169 -6.739  0.2835
139 H -26.785 3.811 -6.412  0.2894
140 C -25.050 9.852 9.521  -0.7255
141 O -25.156 8.842 8.498  -0.3423
142 P -24.507 9.140 7.087  0.4832
143 O -23.057 9.231 6.953  -0.5654
144 O -25.275 8.140 6.093  0.2295
145 C -26.648 7.858 6.185  -0.5176
146 O -25.241 10.528 6.704  -0.3591
147 C -24.739 11.148 5.513  -0.5325
148 H -26.032 9.993 9.956  0.2783
149 H -24.570 10.760 9.154  0.3085
150 H -24.321 9.588 10.291  0.2821
151 H -27.264 8.710 5.876  0.1692
152 H -26.995 7.660 7.200  0.4597
153 H -26.993 7.082 5.502  0.0759
154 H -23.669 11.148 5.315  0.2406
155 H -25.063 12.188 5.562  0.3430
156 H -25.215 10.779 4.600  0.1061

(3)
C30H78N7O12 | ωB97M-V/def2-TZVPD

Output
* orbital gap: 6.31 eV
* total energy: -67364.84664 eV
* total charge: -1
* HOMO: -4.1 eV

Last column: Mulliken charge in e.
CARTESIAN COORDINATES (ANGSTROEM)
1 N 1.633 -1.054 -13.673  1.0090
2 O 2.139 -1.574 -14.655  -0.6718
3 O 2.037 -0.013 -13.216  -0.6767
4 O 0.744 -1.632 -13.042  -0.6607
5 C 5.423 -2.426 -7.699  -0.7542
6 O 4.381 -1.547 -7.219  -0.3093
7 C 3.950 -0.608 -8.218  -0.5036
8 C 2.615 -0.021 -7.711  -0.3276
9 N 2.274 1.077 -8.626  -0.3418
10 C 0.970 1.635 -8.263  -0.9129
11 C -0.258 0.764 -8.584  -0.4496
12 O -0.548 -0.263 -7.644  -0.3251
13 C -1.304 -1.331 -8.188  -0.7630
14 H 6.428 -2.004 -7.704  0.2544
15 H 5.114 -2.785 -8.680  0.3263
16 H 5.338 -3.382 -7.183  0.2894
17 H 3.766 -1.213 -9.106  0.3611
18 H 4.725 0.142 -8.376  0.3218
19 H 2.757 0.430 -6.729  0.2085
20 H 1.866 -0.812 -7.662  0.1649
21 H 2.261 0.761 -9.585  0.2824
22 H 0.944 2.556 -8.845  0.3884
23 H 1.010 1.952 -7.221  0.3658
24 H -0.161 0.464 -9.627  0.4018
25 H -1.144 1.396 -8.528  0.4223
26 H -2.225 -0.936 -8.616  0.3107
27 H -1.663 -2.080 -7.482  0.2649
28 H -0.802 -1.941 -8.940  0.3229
29 C 9.591 4.899 -18.573  -0.6764
30 O 10.452 4.400 -17.539  -0.3452
31 C 10.188 4.944 -16.268  -0.6818
32 C 9.004 4.291 -15.611  -0.3968
33 N 9.322 2.897 -15.333  -0.4328
34 C 8.152 2.047 -15.410  -0.8363
35 C 7.729 1.690 -16.935  -0.4257
36 O 8.786 1.017 -17.605  -0.3293
37 C 8.879 1.296 -18.988  -0.6011
38 H 8.594 4.550 -18.305  0.2762
39 H 9.852 4.477 -19.543  0.2214
40 H 9.794 5.960 -18.719  0.2933
41 H 10.033 6.022 -16.319  0.4162
42 H 11.121 4.857 -15.712  0.3130
43 H 8.089 4.458 -16.180  0.2579
44 H 8.825 4.788 -14.658  0.3995
45 H 9.904 2.636 -16.116  0.3254
46 H 7.348 2.361 -14.745  0.4062
47 H 8.555 1.122 -14.998  0.3243
48 H 7.366 2.580 -17.450  0.2403
49 H 6.867 1.023 -16.936  0.4907
50 H 9.777 0.858 -19.424  0.2544
51 H 8.906 2.337 -19.313  0.1546
52 H 8.058 0.786 -19.493  0.3524
53 C -3.355 -6.665 -13.489  -0.8447
54 O -2.519 -7.327 -14.436  -0.2096
55 C -3.072 -8.459 -15.180  -0.6283
56 C -1.925 -9.239 -15.887  -0.7193
57 N -1.389 -8.596 -17.100  -0.1551
58 C -0.225 -9.253 -17.720  -0.8757
59 C 1.128 -8.719 -17.168  -0.4224
60 O 1.236 -7.298 -17.504  -0.2864
61 C 2.480 -6.837 -16.858  -0.6858
62 H -2.746 -5.907 -12.998  0.2182
63 H -3.834 -7.378 -12.818  0.3226
64 H -4.171 -6.238 -14.073  0.3630
65 H -3.730 -8.036 -15.939  0.3049
66 H -3.690 -9.119 -14.572  0.3945
67 H -2.374 -10.189 -16.176  0.3830
68 H -1.128 -9.498 -15.191  0.3765
69 H -2.195 -8.414 -17.680  0.2266
70 H -0.351 -9.098 -18.791  0.4508
71 H -0.191 -10.312 -17.464  0.3084
72 H 1.894 -9.352 -17.616  0.3825
73 H 1.249 -8.955 -16.111  0.3003
74 H 2.561 -5.802 -17.189  0.2562
75 H 3.353 -7.332 -17.283  0.3089
76 H 2.457 -6.960 -15.775  0.2240
77 C 2.601 -7.005 -11.087  -1.5643
78 C 1.374 -7.807 -11.392  0.6331
79 C 0.403 -7.995 -10.215  -0.6522
80 O -0.714 -8.920 -10.572  -0.2949
81 C -0.343 -10.309 -10.438  -0.7909
82 N 0.660 -6.983 -12.445  -0.5381
83 H 3.164 -7.510 -10.302  0.3891
84 H 2.374 -5.993 -10.751  0.3425
85 H 3.260 -6.804 -11.932  0.3489
86 H 1.628 -8.779 -11.815  0.2166
87 H -0.013 -7.053 -9.856  0.3059
88 H 0.937 -8.378 -9.345  0.3507
89 H -1.135 -10.874 -10.929  0.2795
90 H -0.331 -10.694 -9.418  0.3095
91 H 0.593 -10.675 -10.861  0.3069
92 H -0.293 -7.316 -12.495  0.0879
93 H 0.487 -6.087 -12.013  0.2769
94 C -5.427 0.292 -13.208  -1.4246
95 C -6.245 -0.923 -13.776  0.4617
96 C -7.695 -0.435 -14.117  -0.7207
97 O -8.508 -1.543 -14.429  -0.3514
98 C -9.202 -2.152 -13.318  -0.6696
99 N -5.560 -1.476 -14.928  -0.7135
100 H -5.502 1.197 -13.811  0.3015
101 H -4.383 -0.015 -13.143  0.4047
102 H -5.867 0.476 -12.228  0.3758
103 H -6.373 -1.598 -12.930  0.2760
104 H -7.705 0.245 -14.969  0.3764
105 H -8.069 0.111 -13.251  0.3285
106 H -8.486 -2.530 -12.588  0.2795
107 H -9.798 -2.998 -13.660  0.2556
108 H -9.809 -1.414 -12.793  0.2863
109 H -6.155 -2.159 -15.374  0.2662
110 H -5.597 -0.840 -15.712  0.2679
111 C 1.171 -5.691 -23.299  -1.5227
112 C 0.509 -4.840 -22.230  0.7265
113 C 1.391 -3.644 -21.866  -0.8878
114 O 0.936 -2.830 -20.782  -0.3099
115 C 1.693 -1.646 -20.487  -0.7409
116 N -0.784 -4.426 -22.774  -0.8374
117 H 0.682 -6.637 -23.530  0.3590
118 H 2.179 -6.009 -23.034  0.3759
119 H 1.294 -5.158 -24.242  0.3630
120 H 0.337 -5.474 -21.361  0.2968
121 H 1.523 -2.977 -22.718  0.3654
122 H 2.399 -3.921 -21.557  0.3619
123 H 2.717 -1.943 -20.255  0.2976
124 H 1.261 -1.070 -19.668  0.2727
125 H 1.780 -0.971 -21.338  0.3042
126 H -1.331 -5.273 -22.709  0.2795
127 H -1.232 -3.953 -22.002  0.2969

Which of these has the lowest total energy? C30H78F2O38P8

Which of these has the lowest total energy? C30H78F2O38P8

Among the records above, which one has the highest total energy? C30H78N7O12